No. 1
{
  "formula": "C23H47N6O26P2S7",
  "method": "wB97M-V/def2-TZVPD",
  "species": ["C", "C", "O", "N", "C", "C", "C", "C", "C", "N", "C", "N", "P", "N", "N", "C", "P", "S", "N", "C", "C", "O", "H", "H", "H", "H", "H", "H", "H", "H", "H", "H", "H", "H", "H", "H", "H", "H", "H", "H", "H", "H", "H", "H", "H", "C", "C", "O", "S", "O", "O", "O", "H", "H", "H", "H", "C", "C", "O", "S", "O", "O", "O", "H", "H", "H", "H", "C", "C", "O", "S", "O", "O", "O", "H", "H", "H", "H", "C", "C", "O", "S", "O", "O", "O", "H", "H", "H", "H", "C", "C", "O", "S", "O", "O", "O", "H", "H", "H", "H", "C", "C", "O", "S", "O", "O", "O", "H", "H", "H", "H"],
  "positions_angstrom": [[7.257, 2.141, 0.687], [7.663, 1.093, -0.338], [8.675, 0.455, -0.183], [6.819, 0.833, -1.475], [5.734, -0.080, -1.136], [6.484, 2.015, -2.286], [5.011, 2.393, -2.424], [4.385, 2.982, -1.153], [2.856, 2.935, -1.163], [2.354, 1.690, -0.571], [2.428, 1.316, 0.709], [2.960, 2.074, 1.687], [3.018, 1.654, 3.361], [2.185, 2.609, 4.248], [1.897, 0.106, 0.888], [1.481, -0.259, -0.315], [0.652, -1.858, -0.639], [-1.185, -1.649, -1.180], [1.717, 0.670, -1.227], [1.383, 0.655, -2.642], [2.442, -0.037, -3.485], [3.022, -1.007, -3.077], [6.281, 1.914, 1.120], [7.996, 2.111, 1.485], [7.273, 3.147, 0.268], [6.175, -0.981, -0.706], [5.219, -0.397, -2.040], [5.021, 0.311, -0.391], [6.990, 2.882, -1.850], [6.905, 1.903, -3.288], [4.975, 3.190, -3.174], [4.402, 1.585, -2.839], [4.655, 4.041, -1.105], [4.786, 2.515, -0.256], [2.465, 3.017, -2.174], [2.418, 3.748, -0.580], [3.326, 2.990, 1.476], [2.623, 0.319, 3.325], [4.387, 1.665, 3.666], [2.766, 3.068, 4.940], [0.918, -2.514, 0.568], [1.494, -2.438, -1.594], [0.457, 0.082, -2.742], [1.139, 1.656, -2.986], [2.615, 0.368, -4.494], [0.643, 4.232, 7.111], [-0.045, 5.557, 6.861], [-0.178, 6.133, 8.169], [1.069, 5.715, 9.076], [2.037, 6.752, 9.065], [0.571, 5.190, 10.296], [1.597, 4.529, 8.150], [-0.051, 3.484, 7.480], [1.153, 3.847, 6.236], [-1.025, 5.444, 6.406], [0.567, 6.225, 6.250], [-3.299, -1.010, -5.301], [-3.825, 0.406, -5.300], [-2.654, 1.206, -5.019], [-1.383, 0.517, -5.681], [-1.094, 1.143, -6.918], [-0.368, 0.428, -4.676], [-2.004, -0.915, -5.933], [-3.156, -1.381, -4.284], [-3.915, -1.702, -5.865], [-4.577, 0.578, -4.537], [-4.216, 0.698, -6.275], [-2.938, 0.189, 7.362], [-3.696, 0.513, 6.093], [-2.746, 1.263, 5.310], [-1.272, 0.732, 5.593], [-0.883, -0.180, 4.576], [-0.457, 1.847, 5.922], [-1.599, -0.089, 6.917], [-2.903, 1.047, 8.037], [-3.347, -0.669, 7.885], [-4.587, 1.109, 6.267], [-3.965, -0.389, 5.542], [-6.302, -2.165, 11.172], [-5.241, -1.301, 10.524], [-5.016, -1.925, 9.248], [-6.387, -2.568, 8.711], [-6.995, -1.660, 7.805], [-6.130, -3.915, 8.359], [-7.179, -2.513, 10.090], [-5.879, -3.083, 11.584], [-6.862, -1.643, 11.941], [-4.312, -1.273, 11.087], [-5.599, -0.283, 10.355], [-0.404, -4.072, -9.967], [-0.678, -2.689, -10.523], [-1.333, -2.009, -9.442], [-0.761, -2.516, -8.046], [0.227, -1.614, -7.578], [-1.862, -2.935, -7.260], [-0.036, -3.833, -8.599], [-1.300, -4.695, -9.982], [0.406, -4.582, -10.479], [-1.327, -2.700, -11.393], [0.245, -2.158, -10.761], [-3.470, -5.877, -7.409], [-4.340, -6.509, -6.340], [-5.176, -5.427, -5.897], [-5.494, -4.453, -7.116], [-6.758, -4.759, -7.674], [-5.178, -3.129, -6.705], [-4.359, -4.986, -8.100], [-2.658, -5.288, -6.978], [-3.067, -6.605, -8.108], [-3.770, -6.896, -5.501], [-4.976, -7.297, -6.746]],
  "fmax_ev_per_a": 1.254,
  "multiplicity": 1,
  "lumo_ev": -2.99,
  "total_charge": 1,
  "gap_ev": 8.39
}

---

No. 2
{
  "formula": "C23H48As3N3O2P2Pd",
  "method": "wB97M-V/def2-TZVPD",
  "species": ["Pd", "C", "As", "C", "C", "C", "C", "C", "C", "C", "As", "C", "C", "H", "H", "H", "H", "H", "H", "H", "H", "H", "H", "H", "H", "H", "H", "H", "H", "C", "P", "C", "C", "C", "P", "C", "C", "H", "H", "H", "H", "H", "H", "H", "H", "H", "H", "H", "H", "H", "H", "H", "H", "C", "As", "C", "C", "O", "H", "H", "H", "H", "H", "H", "H", "H", "H", "C", "N", "C", "C", "O", "N", "C", "N", "H", "H", "H", "H", "H", "H", "H"],
  "positions_angstrom": [[-0.081, -0.563, 0.182], [2.360, 2.801, 0.934], [0.565, 2.059, 0.668], [-0.266, 3.497, -0.397], [-0.333, 2.300, 2.422], [0.259, 3.144, 3.358], [-0.425, 3.448, 4.527], [-1.659, 2.877, 4.783], [-2.241, 2.018, 3.861], [-1.568, 1.703, 2.680], [-2.312, 0.381, 1.425], [-3.809, -0.432, 2.429], [-3.348, 1.518, 0.196], [2.286, 3.844, 1.257], [2.904, 2.780, -0.011], [2.925, 2.226, 1.671], [-1.049, 3.977, 0.196], [-0.706, 3.103, -1.315], [0.496, 4.241, -0.643], [1.228, 3.592, 3.183], [0.021, 4.138, 5.231], [-2.161, 3.069, 5.722], [-3.208, 1.584, 4.075], [-4.526, 0.347, 2.705], [-3.476, -0.949, 3.330], [-4.338, -1.146, 1.794], [-3.704, 2.417, 0.711], [-4.211, 0.941, -0.148], [-2.743, 1.797, -0.668], [-2.770, -3.335, -0.369], [-1.021, -2.969, 0.001], [-0.090, -4.153, -1.022], [-0.783, -3.509, 1.755], [0.607, -3.156, 2.277], [0.848, -1.333, 2.461], [0.043, -0.973, 4.068], [2.618, -1.155, 2.847], [-3.005, -4.326, 0.025], [-2.916, -3.346, -1.450], [-3.447, -2.604, 0.077], [-0.499, -5.151, -0.843], [0.972, -4.146, -0.778], [-0.215, -3.906, -2.077], [-0.938, -4.593, 1.786], [-1.561, -3.043, 2.372], [1.383, -3.528, 1.602], [0.765, -3.615, 3.258], [0.396, -1.698, 4.801], [-1.044, -1.035, 4.000], [0.317, 0.022, 4.413], [2.855, -1.752, 3.729], [2.849, -0.112, 3.064], [3.221, -1.496, 2.009], [0.207, -0.473, -4.467], [-1.399, 0.005, -3.474], [-2.759, -1.331, -3.843], [-2.047, 1.743, -4.056], [-1.008, 0.057, -1.834], [-0.086, -0.855, -5.444], [0.751, -1.248, -3.926], [0.838, 0.402, -4.608], [-3.130, -1.154, -4.853], [-3.596, -1.243, -3.148], [-2.338, -2.338, -3.800], [-2.204, 1.686, -5.134], [-1.328, 2.536, -3.845], [-3.004, 1.975, -3.584], [5.110, 0.368, -3.466], [4.014, 0.187, -2.547], [3.880, -1.006, -1.747], [2.580, -0.724, -1.014], [2.000, -1.501, -0.243], [2.142, 0.494, -1.348], [2.994, 0.998, -2.283], [2.772, 2.170, -2.860], [6.043, 0.083, -2.979], [5.193, 1.404, -3.781], [4.990, -0.263, -4.349], [4.714, -1.121, -1.043], [3.839, -1.914, -2.357], [1.972, 2.714, -2.580], [3.399, 2.552, -3.552]],
  "fmax_ev_per_a": 2.091,
  "multiplicity": 1,
  "de_lowest_ev": 5.755,
  "lumo_ev": [-13.85, -13.85],
  "total_charge": 4,
  "gap_ev": [5.61, 5.62]
}